{
  "formula": "C2H8N2O3",
  "method": "ωB97M-V/def2-TZVPD",
  "elements": ["C", "C", "O", "O", "O", "N", "N", "H", "H", "H", "H", "H", "H", "H", "H"],
  "positions_angstrom": [[1.53, 1.08, 0.80], [0.75, 0.01, 0.05], [1.34, -0.37, -1.14], [0.45, -1.06, 0.75], [-0.70, 0.78, -0.44], [-1.86, 0.18, 0.07], [-1.79, -1.17, -0.54], [2.58, 0.81, 0.84], [1.13, 1.17, 1.81], [1.40, 2.02, 0.28], [1.52, 0.42, -1.67], [-0.46, -1.59, 0.18], [-1.68, -0.01, 1.07], [-1.47, -0.76, -1.47], [-2.75, -1.52, -0.59]],
  "gap_ha": 0.3601,
  "charge": 0,
  "e_homo_ev": -8.925,
  "smiles": "CC(O)(O)ONN",
  "lumo_ev": 0.87,
  "relative_energy_kcal_mol": 87.2
}